{"formula": "C21H32AlBr42IN2O2P", "method": "ωB97M-V/def2-TZVPD", "symbols": ["C", "C", "O", "N", "C", "C", "C", "C", "C", "Al", "N", "I", "P", "O", "H", "H", "H", "H", "H", "H", "H", "H", "H", "H", "H", "H", "H", "H", "H", "H", "H", "H", "C", "Br", "Br", "Br", "H", "C", "Br", "Br", "Br", "H", "C", "Br", "Br", "Br", "H", "C", "Br", "Br", "Br", "H", "C", "Br", "Br", "Br", "H", "C", "Br", "Br", "Br", "H", "C", "Br", "Br", "Br", "H", "C", "Br", "Br", "Br", "H", "C", "Br", "Br", "Br", "H", "C", "Br", "Br", "Br", "H", "C", "Br", "Br", "Br", "H", "C", "Br", "Br", "Br", "H", "C", "Br", "Br", "Br", "H", "C", "Br", "Br", "Br", "H"], "xyz": [[-3.164, 0.683, -0.269], [-1.735, 0.988, 0.157], [-1.376, 0.793, 1.334], [-0.906, 1.527, -0.870], [-1.278, 2.953, -1.064], [0.527, 1.282, -0.642], [1.114, 0.681, -1.945], [1.022, -0.866, -2.054], [-0.066, -1.518, -1.193], [-0.392, -3.453, -1.546], [-0.893, -3.806, -3.323], [-2.353, -4.101, 0.068], [1.429, -4.880, -1.040], [2.118, -4.596, 0.274], [-3.217, 0.660, -1.357], [-3.810, 1.478, 0.104], [-3.453, -0.298, 0.097], [-2.089, 3.219, -0.380], [-1.726, 3.065, -2.055], [-0.431, 3.621, -0.952], [1.087, 2.200, -0.440], [0.710, 0.618, 0.195], [0.596, 1.168, -2.771], [2.159, 1.001, -2.009], [2.006, -1.306, -1.890], [0.782, -1.079, -3.102], [-1.004, -1.010, -1.417], [0.219, -1.414, -0.146], [-1.770, -3.348, -3.555], [-0.185, -3.431, -3.951], [2.331, -4.862, -2.146], [0.947, -6.219, -1.046], [4.489, 4.445, 0.670], [4.275, 4.059, -1.204], [2.962, 5.383, 1.384], [4.911, 2.870, 1.688], [5.332, 5.112, 0.764], [6.906, -0.601, 3.695], [5.351, -0.656, 2.571], [8.234, -1.879, 3.139], [7.641, 1.175, 3.823], [6.587, -0.887, 4.689], [6.786, -2.950, -2.295], [6.585, -2.680, -0.403], [8.235, -4.160, -2.675], [5.142, -3.503, -3.125], [7.056, -1.994, -2.722], [12.245, -5.754, -1.644], [10.933, -4.897, -0.533], [12.485, -7.603, -1.166], [11.820, -5.546, -3.511], [13.187, -5.256, -1.474], [0.711, 8.600, 1.169], [0.206, 7.195, 2.386], [-0.798, 9.426, 0.302], [1.785, 9.928, 2.056], [1.330, 8.144, 0.409], [-6.143, -5.523, -0.926], [-7.116, -4.206, -1.937], [-6.868, -5.743, 0.845], [-6.007, -7.206, -1.847], [-5.149, -5.114, -0.822], [-10.705, -2.141, -0.931], [-10.062, -0.720, 0.198], [-12.623, -2.282, -0.910], [-10.033, -1.968, -2.723], [-10.308, -3.060, -0.525], [-10.755, 3.021, -1.241], [-10.012, 4.383, -0.099], [-12.680, 3.062, -1.255], [-10.021, 3.111, -3.017], [-10.465, 2.066, -0.827], [-15.494, -3.008, -4.418], [-16.058, -3.473, -2.635], [-16.111, -1.256, -4.920], [-13.591, -3.175, -4.620], [-15.954, -3.714, -5.092], [-7.292, 3.072, -1.438], [-6.448, 1.959, -2.760], [-7.321, 2.234, 0.294], [-6.501, 4.826, -1.365], [-8.319, 3.204, -1.746], [-3.605, 5.829, 2.416], [-4.399, 7.053, 1.161], [-4.639, 5.657, 4.032], [-3.251, 4.128, 1.592], [-2.654, 6.255, 2.696], [10.142, -0.172, -2.844], [10.012, -0.564, -4.726], [8.521, 0.623, -2.173], [10.621, -1.737, -1.835], [10.931, 0.554, -2.721], [7.720, 2.243, 8.093], [6.168, 2.204, 6.961], [9.060, 0.985, 7.516], [8.447, 4.018, 8.250], [7.403, 1.940, 9.079], [8.093, -2.804, 7.680], [7.881, -2.564, 9.580], [9.489, -4.067, 7.279], [6.436, -3.281, 6.833], [8.398, -1.852, 7.271]], "forces_ev_per_angstrom": [[0.67, 0.29, -0.48], [0.36, -0.45, 2.37], [-0.54, 0.31, -2.83], [0.14, 0.11, 1.80], [-1.00, -0.84, -0.78], [0.68, -0.04, -1.25], [0.25, 0.06, 0.68], [-0.47, 0.28, -0.59], [0.78, -0.51, -0.11], [-0.46, 0.40, -0.78], [0.19, 0.12, 0.66], [-0.10, -0.07, -0.08], [-0.15, 0.29, 0.93], [0.25, 0.05, -0.14], [-0.10, 0.11, -0.01], [-0.26, -0.18, 0.12], [-0.07, 0.09, 0.32], [0.50, 0.17, -0.12], [0.29, 0.25, -0.14], [0.07, -0.01, 0.15], [-0.29, 0.21, 0.16], [-0.31, -0.02, 0.13], [-0.06, -0.05, -0.11], [0.09, -0.09, -0.08], [0.04, -0.08, 0.25], [0.16, -0.08, -0.07], [-0.21, 0.01, 0.32], [-0.41, 0.15, 0.19], [0.06, -0.09, -0.15], [-0.17, -0.06, -0.12], [-0.03, -0.36, -0.10], [0.19, -0.07, -0.47], [0.08, 0.03, 0.05], [-0.04, -0.03, 0.06], [0.03, -0.11, -0.04], [-0.09, 0.04, -0.10], [0.02, 0.03, -0.04], [-0.05, -0.02, 0.04], [0.02, -0.02, 0.01], [0.00, 0.01, 0.03], [0.07, -0.08, -0.21], [0.03, 0.00, 0.03], [-0.04, 0.06, -0.05], [-0.01, 0.00, -0.01], [-0.33, -0.21, -0.21], [0.04, 0.00, 0.07], [0.02, 0.02, -0.01], [-0.01, 0.04, 0.01], [0.15, -0.17, 0.18], [-0.02, 0.03, -0.02], [-0.01, -0.01, 0.03], [0.03, 0.01, -0.01], [0.00, 0.15, 0.03], [-0.15, 0.07, -0.03], [0.05, -0.21, 0.07], [0.05, -0.04, 0.02], [-0.03, -0.02, -0.06], [0.08, 0.07, 0.04], [-0.19, -0.03, -0.02], [-0.01, 0.03, -0.09], [-0.04, 0.10, 0.01], [0.26, -0.10, 0.11], [0.05, -0.05, 0.02], [-0.02, 0.04, -0.03], [0.02, 0.05, 0.04], [-0.03, 0.06, -0.03], [0.03, -0.03, -0.02], [-0.19, 0.01, 0.21], [-0.46, 0.21, -0.04], [0.12, 0.01, -0.03], [-0.93, -0.01, -0.66], [0.04, -0.08, 0.01], [0.07, 0.02, 0.01], [0.00, 0.02, -0.02], [0.01, -0.02, 0.02], [-0.02, 0.01, -0.01], [-0.03, -0.02, -0.01], [0.47, -0.01, 0.24], [-0.03, 0.05, 0.09], [0.30, -0.20, 0.02], [0.07, -0.10, 0.00], [0.69, 0.00, 0.21], [0.04, -0.09, -0.07], [-0.06, 0.07, 0.05], [-0.02, 0.01, -0.10], [-0.16, 0.19, 0.40], [0.04, 0.00, 0.01], [-0.01, -0.02, 0.07], [-0.02, -0.01, 0.03], [0.01, -0.03, -0.02], [0.15, 0.26, 0.00], [0.01, 0.04, -0.02], [-0.10, -0.02, -0.01], [-0.02, 0.05, 0.16], [0.04, 0.02, 0.00], [0.00, -0.04, -0.02], [0.02, -0.02, 0.03], [0.01, -0.03, -0.02], [0.00, 0.01, -0.06], [-0.04, 0.03, 0.01], [0.02, 0.03, -0.01], [0.00, 0.04, 0.02]], "mulliken_charge": [-0.865, 0.478, -0.671, 0.448, -0.622, -0.762, -0.745, -0.699, 0.236, 0.013, -0.521, -0.382, 0.386, -0.665, 0.235, 0.095, 0.359, -0.059, 0.230, 0.292, 0.439, 0.413, 0.268, 0.365, 0.261, 0.236, -0.314, 0.301, 0.209, 0.172, -0.088, 0.001, -0.440, -0.025, 0.019, 0.147, 0.364, -0.010, -0.064, -0.008, -0.083, 0.101, -0.274, 0.161, 0.003, -0.004, 0.176, -0.269, -0.062, -0.045, -0.031, 0.349, -0.297, -0.033, -0.025, -0.019, 0.342, 0.253, 0.008, -0.036, -0.029, -0.231, -0.335, -0.022, 0.018, -0.025, 0.359, 0.107, 0.021, -0.045, -0.040, -0.122, -0.309, -0.034, -0.011, 0.012, 0.323, 1.092, 0.004, 0.048, 0.019, -1.064, -0.010, -0.026, -0.023, 0.147, -0.065, -0.407, -0.021, -0.006, 0.075, 0.374, -0.301, 0.008, -0.028, -0.028, 0.349, 0.198, -0.022, -0.010, -0.014, -0.167], "fmax_ev_per_a": 2.90, "molar_mass_da": 3885.327, "e_lumo_ev": 0.876, "total_charge": -1}